Record 1
C4H5NO in the gas phase in a non-equilibrium geometry, computed with ωB97M-V/def2-TZVPD.

Geometry as XYZ:
```
11
Properties=species:S:1:pos:R:3
O -1.27 -1.24 -0.12
N 2.60 1.14 1.27
C -1.63 0.11 -0.33
C 0.97 -0.18 -0.31
C 1.91 0.57 0.53
C -0.40 -0.24 0.36
H -0.39 -0.15 1.45
H 0.92 0.28 -1.30
H -2.47 0.46 0.26
H 1.35 -1.19 -0.46
H -1.60 0.45 -1.36
```

Output
Gap between HOMO and LUMO   11.808 eV
HOMO level   -10.97 eV
Relative energy (zero: lowest compared OMol25 entry of this formula, charge and spin)   37.7 kcal/mol
SMILES string   N#CC[C@H]1CO1

***

Record 2
2 unconnected molecules or ions with the total composition C4H13N2O2 in a non-equilibrium geometry, computed with ωB97M-V/def2-TZVPD.

Geometry as XYZ:
```
21
Properties=species:S:1:pos:R:3
O 1.71 -0.49 -1.01
O -0.01 -1.13 -2.68
N -2.27 -0.84 -0.19
N 1.27 -0.21 1.33
C 2.29 -0.48 0.20
C -1.92 0.31 0.62
C 0.54 1.06 1.07
C -0.65 1.05 0.13
H 0.58 -0.93 1.12
H -1.85 -1.71 0.11
H 0.42 -1.00 -1.75
H 3.08 0.26 0.43
H -0.34 0.55 -0.78
H -1.84 -0.07 1.65
H 0.53 -0.40 -3.02
H 2.75 -1.48 0.41
H 0.22 1.27 2.11
H -2.12 -0.73 -1.18
H 1.24 1.87 0.85
H -2.76 1.02 0.69
H -0.87 2.09 -0.11
```

Output
Gap between HOMO and LUMO   7.629 eV
HOMO level   -3.51 eV
Total charge   -1
Relative energy (zero: lowest compared OMol25 entry of this formula, charge and spin)   20.7 kcal/mol

***

Record 3
C4H5NO in the gas phase in a non-equilibrium geometry, computed with ωB97M-V/def2-TZVPD.

Geometry as XYZ:
```
11
Properties=species:S:1:pos:R:3
O 0.51 0.33 1.61
N 2.18 0.02 -1.09
C -1.25 -0.50 0.26
C -0.51 0.41 -0.70
C 1.42 -0.53 -0.39
C 0.24 -0.34 0.42
H -1.68 -1.40 -0.17
H 0.19 1.27 -0.90
H 1.16 1.03 1.44
H -0.47 -0.14 -1.63
H -1.78 -0.15 1.15
```

Output
Gap between HOMO and LUMO   10.142 eV
HOMO level   -9.36 eV
Relative energy (zero: lowest compared OMol25 entry of this formula, charge and spin)   96.5 kcal/mol
SMILES string   N#CC1(O)CC1

***

Record 4
A molecular structure, C39H41BrN4SScSi2 in a non-equilibrium geometry, computed with ωB97M-V/def2-TZVPD.

Geometry as XYZ:
```
89
Properties=species:S:1:pos:R:3
Br 0.01 -3.18 -0.79
Sc -0.17 0.06 0.05
S -0.27 1.73 3.04
Si 1.87 -0.41 -1.83
Si 1.52 2.49 -0.01
N 2.63 -0.94 1.49
N 1.30 -0.99 1.66
N -2.60 2.93 3.02
N -0.95 4.03 4.28
C 0.83 4.20 -0.56
C -4.94 3.49 2.92
C -1.41 6.02 5.50
C -1.83 -1.37 1.07
C 4.81 3.21 -2.51
C -3.44 -3.24 1.57
C 2.58 3.00 1.49
C 3.03 1.07 -2.09
C -2.62 -0.62 1.92
C -4.17 -2.38 2.44
C -3.26 2.45 -2.51
C -3.62 4.62 -1.46
C 2.89 2.26 -1.34
C -3.75 -1.10 2.61
C -1.86 4.89 4.63
C -3.45 1.54 -3.58
C -2.00 -4.97 -0.08
C 3.30 -1.16 2.63
C -2.83 4.21 -0.36
C -3.83 3.75 -2.51
C -3.22 4.78 4.25
C -2.07 -0.07 -2.44
C -2.87 0.31 -3.54
C -3.86 -4.58 1.38
C -1.82 0.75 -1.36
C -3.56 3.76 3.42
C 1.24 -0.79 -3.59
C 3.79 3.31 -1.57
C 3.19 -1.82 -1.61
C -2.45 2.04 -1.41
C 4.07 0.99 -3.04
C -2.27 -2.73 0.92
C 2.35 -1.38 3.61
C 1.12 -1.25 2.95
C -1.30 2.97 3.47
C 4.96 2.04 -3.25
C -1.59 -3.68 0.10
C -3.16 -5.43 0.57
C -2.27 2.96 -0.35
H -3.02 -0.39 -4.36
H -1.61 2.66 0.47
H 3.61 -2.10 -2.58
H 2.99 -0.76 0.57
H -2.25 6.62 5.85
H -4.06 1.85 -4.43
H 1.95 3.25 2.35
H -5.65 4.19 3.35
H 2.06 -0.81 -4.31
H -2.84 2.16 2.41
H -3.96 5.49 4.59
H -2.64 4.91 0.45
H -0.73 6.65 4.93
H 4.38 -1.15 2.66
H -0.23 4.33 -0.32
H -1.42 -5.63 -0.71
H -0.85 5.62 6.35
H -4.97 3.57 1.83
H -3.49 -6.45 0.43
H 0.51 -0.03 -3.91
H 5.76 1.95 -3.98
H -4.04 5.62 -1.49
H 0.11 -1.35 3.33
H 1.39 5.02 -0.07
H 3.20 3.88 1.24
H 0.73 -1.77 -3.61
H 3.26 2.19 1.80
H -4.30 -0.44 3.29
H 4.03 -1.48 -0.98
H 3.68 4.24 -1.01
H 4.19 0.08 -3.63
H 2.52 -1.57 4.66
H 0.94 4.32 -1.65
H 5.50 4.05 -2.66
H -5.05 -2.77 2.95
H -2.34 0.41 2.10
H -4.43 4.05 -3.36
H -1.63 -1.07 -2.46
H -5.24 2.47 3.18
H -4.75 -4.92 1.90
H 2.77 -2.73 -1.15
```

Output
Gap between HOMO and LUMO   5.597 eV
HOMO level   -3.47 eV
Total charge   -1
Relative energy (zero: lowest compared OMol25 entry of this formula, charge and spin)   15.8 kcal/mol

***

Record 5
C3H4OS in the gas phase in a non-equilibrium geometry, computed with ωB97M-V/def2-TZVPD.

Geometry as XYZ:
```
9
Properties=species:S:1:pos:R:3
S 1.70 -1.72 1.44
O 0.52 0.10 -1.64
C -1.40 0.36 -0.06
C 0.21 0.01 -0.51
C 1.60 -0.43 0.48
H -1.62 0.04 0.88
H -2.24 0.06 -0.71
H -1.35 1.44 0.03
H 2.57 0.14 0.10
```

Output
Gap between HOMO and LUMO   8.071 eV
HOMO level   -8.80 eV
Relative energy (zero: lowest compared OMol25 entry of this formula, charge and spin)   49.9 kcal/mol
SMILES string   CC(=O)C=S

***

Record 6
A molecular structure, C31H49F6GeN7O6S5Sr, computed with ωB97M-V/def2-TZVPD.

Geometry as XYZ:
```
106
Properties=species:S:1:pos:R:3
Sr 0.10 -0.20 -0.96
Ge -3.56 0.21 0.43
S 2.24 0.39 -5.14
S 2.46 -2.61 -2.45
S 0.22 2.39 -3.00
S -0.97 -0.54 -4.08
S 3.69 -0.18 -1.41
F 3.71 -2.77 -4.74
F 5.25 -2.12 -0.52
F 5.19 -0.34 0.70
F 3.53 -1.72 0.74
F 3.55 -4.64 -3.65
F 4.98 -3.15 -3.02
O 1.27 -2.73 -3.24
O 2.54 -3.32 -1.20
O 0.58 6.25 4.45
O 4.79 0.41 -2.10
O 2.78 0.70 -0.70
O 3.60 4.10 2.12
N 2.32 4.84 3.82
N 0.27 2.33 0.32
N -0.87 -2.79 -0.99
N 0.41 -1.70 3.80
N -3.11 -7.65 -0.83
N 0.20 -1.11 1.53
N 2.83 -1.09 -2.35
C -5.43 0.84 0.35
C -0.90 4.34 0.89
C 0.14 4.76 1.70
C -2.06 -2.15 3.94
C 4.46 -1.17 -0.04
C -0.92 2.31 -4.40
C -3.72 -1.72 0.86
C 1.83 2.82 -3.73
C -2.63 -6.61 -0.87
C -2.57 -4.31 -1.72
C -2.03 -5.31 -0.92
C 3.77 -3.33 -3.53
C 0.96 -1.38 5.11
C -0.14 -1.00 -5.62
C -0.35 -3.76 -0.23
C -0.65 -2.70 3.74
C 2.23 2.20 -5.07
C -2.82 1.09 2.05
C -2.50 0.49 -1.16
C 1.13 4.94 4.58
C 0.79 -1.02 2.68
C -0.80 3.12 0.24
C -0.90 -5.03 -0.16
C 2.00 -0.14 2.79
C 2.49 4.30 2.57
C 1.27 3.94 1.79
C 0.30 -0.18 5.79
C -1.95 -3.07 -1.72
C 1.29 2.77 1.05
C 0.84 0.00 -6.22
C -1.76 1.03 -4.48
H -4.32 -1.83 1.77
H -0.64 -1.67 1.58
H 0.37 0.71 5.17
H -5.45 1.91 0.16
H 0.10 5.70 2.23
H -5.96 0.34 -0.46
H 1.83 0.69 3.48
H -0.76 -0.37 6.00
H 0.34 0.92 -6.51
H -0.33 2.43 -5.31
H 1.89 3.91 -3.82
H 2.03 -1.21 5.03
H -1.76 0.87 2.19
H -2.27 -1.35 3.23
H -0.90 -1.24 -6.36
H -2.94 2.17 1.98
H -2.95 -0.18 -1.91
H -1.61 2.75 -0.37
H -0.43 -3.45 4.49
H -0.10 6.38 5.12
H -3.37 0.75 2.93
H 0.83 -2.27 5.73
H -2.58 1.10 -3.77
H -3.44 -4.49 -2.32
H -5.96 0.65 1.29
H -2.80 -2.93 3.80
H 0.54 -3.51 0.33
H -1.60 3.16 -4.35
H 1.63 2.59 -5.89
H 3.25 2.53 -5.27
H -2.34 -2.26 -2.33
H 2.19 2.16 1.05
H 0.39 -1.92 -5.37
H -0.59 -3.21 2.77
H -2.20 0.95 -5.48
H -0.44 -5.78 0.47
H 1.24 -0.43 -7.14
H -1.79 4.95 0.77
H -2.71 1.51 -1.52
H 0.42 4.19 4.24
H 0.79 0.03 6.74
H -4.24 -2.24 0.06
H -2.18 -1.75 4.95
H 2.22 0.27 1.81
H 1.37 4.75 5.63
H 2.54 2.51 -2.96
H 2.87 -0.70 3.13
H 3.19 5.14 4.24
H -2.76 -2.22 1.02
```

Output
Gap between HOMO and LUMO   6.871 eV
HOMO level   -7.15 eV
Relative energy (zero: lowest compared OMol25 entry of this formula, charge and spin)   0.0 kcal/mol

***

Record 7
12 unconnected molecules or ions with the total composition C48H74BF3NO34S2 in a non-equilibrium geometry, computed with ωB97M-V/def2-TZVPD.

Geometry as XYZ:
```
163
Properties=species:S:1:pos:R:3
S -0.95 1.27 -1.03
S -0.88 -1.50 -0.07
F -5.32 -4.91 1.35
F -4.89 -2.98 0.38
F -3.25 -4.43 0.72
O 6.87 -1.09 3.89
O 3.41 0.29 -7.51
O 5.90 -5.46 -5.00
O 9.05 -1.33 4.27
O 6.53 -3.59 -3.90
O -9.49 2.13 -0.95
O -2.68 5.29 5.20
O 5.86 -3.13 -0.07
O 7.02 -1.24 -10.30
O -7.15 -1.28 10.27
O 5.51 -3.43 -5.88
O 2.35 3.86 -0.46
O -7.71 3.41 -0.40
O 7.88 0.22 5.42
O 3.46 5.50 0.56
O -2.75 -3.40 3.03
O -1.06 -0.20 -5.90
O 7.48 0.57 -9.06
O 2.51 -1.04 -9.08
O -5.68 0.11 9.34
O -2.27 1.21 -4.65
O -6.46 3.69 6.77
O -2.31 3.76 6.77
O 4.67 -1.23 -8.60
O 4.77 -4.51 -1.48
O -6.61 2.54 4.85
O 6.14 -5.36 0.05
O 6.44 0.82 -11.01
O -5.87 1.51 6.66
O -0.84 4.00 5.10
O -1.16 1.95 -6.47
O -7.80 1.23 0.18
O 4.23 3.38 0.70
O -6.47 -1.63 8.15
N 0.56 0.32 1.16
C -6.06 0.47 5.67
C -0.38 0.02 0.14
C -8.27 2.36 -0.39
C 3.06 -1.90 -10.09
C 6.37 2.09 -10.36
C 5.54 -2.10 -5.34
C 4.37 -2.34 -9.46
C -1.85 4.32 5.63
C 3.04 0.06 1.53
C 5.61 -4.23 -0.46
C 3.52 -0.58 -8.32
C -4.20 0.31 -1.86
C 7.36 -1.97 2.86
C -0.44 -0.11 -7.18
C -6.10 1.27 4.38
C -8.84 0.25 0.19
C -2.39 -0.35 3.16
C -1.57 1.01 -5.58
C -0.45 1.41 3.22
C 7.92 -0.65 4.60
C 1.50 5.00 -0.51
C -0.13 1.37 -7.29
C -3.52 1.70 -1.77
C 1.91 0.38 0.55
C -3.89 5.21 5.97
C -4.13 -3.31 2.70
C 5.97 -4.27 -4.93
C -4.68 -1.90 2.88
C 0.31 1.56 1.91
C 2.46 6.14 -0.24
C -1.96 1.13 3.11
C 6.61 -2.21 -4.27
C -4.38 -3.88 1.28
C 8.67 -2.44 3.45
C 4.93 -5.90 -1.81
C -3.42 4.53 7.24
C 7.45 1.98 -9.31
C -9.73 0.73 -0.94
C -6.08 0.73 10.56
C 3.79 -1.20 1.08
C 2.92 -2.47 1.15
C -6.33 2.67 6.15
C -6.43 -0.99 9.15
C 6.99 -0.07 -10.14
C 3.43 4.16 0.30
C -2.61 1.79 -0.52
C 5.46 -6.48 -0.52
C -6.68 -0.43 11.32
B -3.77 -0.65 2.30
H -5.24 -0.24 5.71
H 2.02 6.96 0.31
H 2.93 6.51 -1.15
H 4.55 -1.87 -4.93
H 7.23 2.52 -8.40
H 5.78 -1.38 -6.12
H -0.19 1.76 -8.30
H 1.01 5.07 -1.48
H -4.17 3.89 7.69
H -0.19 2.32 1.30
H 0.84 1.62 -6.87
H 0.03 0.68 3.88
H 3.50 -3.32 1.52
H 3.98 -6.33 -2.12
H -4.06 -0.12 -2.85
H 6.43 -1.58 -3.41
H -4.90 -1.74 3.95
H 1.92 -0.39 -0.23
H 5.16 -2.50 -10.18
H -7.51 -0.15 11.97
H -0.33 2.38 3.73
H -2.59 2.81 -0.11
H 4.25 -3.24 -8.84
H 7.61 -2.01 -4.67
H -4.68 -4.00 3.36
H -2.99 1.13 0.26
H 0.45 -0.73 -7.22
H 8.43 2.29 -9.69
H -6.81 1.51 10.34
H 7.48 -1.41 1.94
H -5.22 1.17 11.05
H -4.48 0.37 2.38
H 4.67 -6.80 0.15
H -2.35 1.64 2.22
H -9.43 0.31 -1.91
H -3.55 -0.79 1.11
H -4.62 4.63 5.42
H 3.22 -1.32 -10.99
H 6.54 2.89 -11.08
H -3.78 -0.36 -1.10
H 5.37 2.21 -9.93
H -2.54 -0.65 4.21
H 2.68 -0.04 2.55
H 9.44 -2.62 2.70
H 4.13 -1.06 0.05
H -5.66 -1.88 2.38
H 0.73 4.90 0.26
H 6.65 -2.78 2.69
H -10.78 0.52 -0.78
H -5.11 1.42 3.94
H 4.71 -1.33 1.67
H -2.63 -4.09 3.68
H -1.15 -0.44 -7.94
H -1.55 -0.95 2.78
H 3.76 0.89 1.52
H -9.34 0.29 1.16
H -8.42 -0.74 0.03
H 2.06 1.34 0.04
H -5.26 0.44 -1.64
H 2.08 -2.30 1.83
H 2.38 -2.72 -10.30
H -2.44 1.63 3.97
H -3.05 5.24 7.98
H -5.94 -0.98 11.91
H 1.29 1.97 2.17
H 6.15 -7.31 -0.67
H -4.26 2.49 -1.72
H -2.87 1.83 -2.64
H 2.49 -2.72 0.18
H -4.30 6.21 6.15
H 5.64 -5.98 -2.64
H -6.99 -0.05 5.89
H -6.75 0.85 3.63
H 8.56 -3.32 4.08
```

Output
Gap between HOMO and LUMO   5.933 eV
HOMO level   -4.64 eV
Total charge   -1

***

Record 8
A molecular structure, CHCdLiO2 in a non-equilibrium geometry, computed with ωB97M-V/def2-TZVPD.

Geometry as XYZ:
```
6
Properties=species:S:1:pos:R:3
Cd 0.20 0.11 1.27
O 0.29 -0.16 -0.96
O -1.56 0.65 -0.11
C -0.57 0.63 -0.97
Li -1.77 1.82 1.44
H -1.83 0.74 -1.24
```

Output
Gap between HOMO and LUMO (spin up / spin down)   7.560 / 7.181 eV
HOMO level (spin up / spin down)   -20.62 / -19.98 eV
Total charge   +2
Relative energy (zero: lowest compared OMol25 entry of this formula, charge and spin)   93.4 kcal/mol

***

What is the formula in the third record?
C4H5NO

***

What did the sixth record say?
A molecular structure, C31H49F6GeN7O6S5Sr, computed with ωB97M-V/def2-TZVPD.

Geometry as XYZ:
```
106
Properties=species:S:1:pos:R:3
Sr 0.10 -0.20 -0.96
Ge -3.56 0.21 0.43
S 2.24 0.39 -5.14
S 2.46 -2.61 -2.45
S 0.22 2.39 -3.00
S -0.97 -0.54 -4.08
S 3.69 -0.18 -1.41
F 3.71 -2.77 -4.74
F 5.25 -2.12 -0.52
F 5.19 -0.34 0.70
F 3.53 -1.72 0.74
F 3.55 -4.64 -3.65
F 4.98 -3.15 -3.02
O 1.27 -2.73 -3.24
O 2.54 -3.32 -1.20
O 0.58 6.25 4.45
O 4.79 0.41 -2.10
O 2.78 0.70 -0.70
O 3.60 4.10 2.12
N 2.32 4.84 3.82
N 0.27 2.33 0.32
N -0.87 -2.79 -0.99
N 0.41 -1.70 3.80
N -3.11 -7.65 -0.83
N 0.20 -1.11 1.53
N 2.83 -1.09 -2.35
C -5.43 0.84 0.35
C -0.90 4.34 0.89
C 0.14 4.76 1.70
C -2.06 -2.15 3.94
C 4.46 -1.17 -0.04
C -0.92 2.31 -4.40
C -3.72 -1.72 0.86
C 1.83 2.82 -3.73
C -2.63 -6.61 -0.87
C -2.57 -4.31 -1.72
C -2.03 -5.31 -0.92
C 3.77 -3.33 -3.53
C 0.96 -1.38 5.11
C -0.14 -1.00 -5.62
C -0.35 -3.76 -0.23
C -0.65 -2.70 3.74
C 2.23 2.20 -5.07
C -2.82 1.09 2.05
C -2.50 0.49 -1.16
C 1.13 4.94 4.58
C 0.79 -1.02 2.68
C -0.80 3.12 0.24
C -0.90 -5.03 -0.16
C 2.00 -0.14 2.79
C 2.49 4.30 2.57
C 1.27 3.94 1.79
C 0.30 -0.18 5.79
C -1.95 -3.07 -1.72
C 1.29 2.77 1.05
C 0.84 0.00 -6.22
C -1.76 1.03 -4.48
H -4.32 -1.83 1.77
H -0.64 -1.67 1.58
H 0.37 0.71 5.17
H -5.45 1.91 0.16
H 0.10 5.70 2.23
H -5.96 0.34 -0.46
H 1.83 0.69 3.48
H -0.76 -0.37 6.00
H 0.34 0.92 -6.51
H -0.33 2.43 -5.31
H 1.89 3.91 -3.82
H 2.03 -1.21 5.03
H -1.76 0.87 2.19
H -2.27 -1.35 3.23
H -0.90 -1.24 -6.36
H -2.94 2.17 1.98
H -2.95 -0.18 -1.91
H -1.61 2.75 -0.37
H -0.43 -3.45 4.49
H -0.10 6.38 5.12
H -3.37 0.75 2.93
H 0.83 -2.27 5.73
H -2.58 1.10 -3.77
H -3.44 -4.49 -2.32
H -5.96 0.65 1.29
H -2.80 -2.93 3.80
H 0.54 -3.51 0.33
H -1.60 3.16 -4.35
H 1.63 2.59 -5.89
H 3.25 2.53 -5.27
H -2.34 -2.26 -2.33
H 2.19 2.16 1.05
H 0.39 -1.92 -5.37
H -0.59 -3.21 2.77
H -2.20 0.95 -5.48
H -0.44 -5.78 0.47
H 1.24 -0.43 -7.14
H -1.79 4.95 0.77
H -2.71 1.51 -1.52
H 0.42 4.19 4.24
H 0.79 0.03 6.74
H -4.24 -2.24 0.06
H -2.18 -1.75 4.95
H 2.22 0.27 1.81
H 1.37 4.75 5.63
H 2.54 2.51 -2.96
H 2.87 -0.70 3.13
H 3.19 5.14 4.24
H -2.76 -2.22 1.02
```

Output
Gap between HOMO and LUMO   6.871 eV
HOMO level   -7.15 eV
Relative energy (zero: lowest compared OMol25 entry of this formula, charge and spin)   0.0 kcal/mol

***

Which formula does entry 8 have?
CHCdLiO2

***

Repeat the second record exactly.
2 unconnected molecules or ions with the total composition C4H13N2O2 in a non-equilibrium geometry, computed with ωB97M-V/def2-TZVPD.

Geometry as XYZ:
```
21
Properties=species:S:1:pos:R:3
O 1.71 -0.49 -1.01
O -0.01 -1.13 -2.68
N -2.27 -0.84 -0.19
N 1.27 -0.21 1.33
C 2.29 -0.48 0.20
C -1.92 0.31 0.62
C 0.54 1.06 1.07
C -0.65 1.05 0.13
H 0.58 -0.93 1.12
H -1.85 -1.71 0.11
H 0.42 -1.00 -1.75
H 3.08 0.26 0.43
H -0.34 0.55 -0.78
H -1.84 -0.07 1.65
H 0.53 -0.40 -3.02
H 2.75 -1.48 0.41
H 0.22 1.27 2.11
H -2.12 -0.73 -1.18
H 1.24 1.87 0.85
H -2.76 1.02 0.69
H -0.87 2.09 -0.11
```

Output
Gap between HOMO and LUMO   7.629 eV
HOMO level   -3.51 eV
Total charge   -1
Relative energy (zero: lowest compared OMol25 entry of this formula, charge and spin)   20.7 kcal/mol